Here is the molecule CH3N5 in a non-equilibrium geometry from the OMol25 dataset. Energies are from the ωB97M-V functional and the def2-TZVPD basis.

Structure (ORCA input):
```
! RIJCOSX wB97M-V def2-TZVPD def2/J DEFGRID3
* xyz 0 1
N 1.897 0.567 0.447
N -0.541 -0.165 0.682
N -1.324 -0.763 -0.500
N -0.706 -0.055 -1.552
N 0.319 0.336 -1.236
C 0.598 0.370 0.057
H 2.046 0.685 1.432
H -2.257 -0.068 -0.542
H -0.032 -0.907 1.211
*
```

Computed properties:
ΔE to the lowest compared entry with this formula, charge and spin in eV: 3.690
Kohn-Sham gap in eV: 9.5
SMILES: [H]/N=c1/nn[nH][nH]1
E_HOMO in eV: -9.80

Charge distribution, natural (NBO) scheme, values in e: -0.657 -0.504 -0.286 0.066 -0.201 0.459 0.344 0.376 0.403

***

Here is the molecule C17H22N4O4 in a non-equilibrium geometry from the OMol25 dataset. Energies are from the ωB97M-V functional and the def2-TZVPD basis.

Structure (ORCA input):
```
! RIJCOSX wB97M-V def2-TZVPD def2/J DEFGRID3
* xyz 0 1
O -3.617 3.755 1.821
O 1.492 1.424 2.002
O -3.933 -0.475 2.090
O -0.846 1.969 -0.689
N -1.966 0.654 0.776
N -5.345 1.269 1.969
N 2.393 -3.933 -1.105
N 1.505 0.603 -0.107
C -0.925 0.943 -0.009
C 3.187 -0.988 -2.846
C -6.499 0.638 2.638
C 3.383 1.925 0.615
C -3.106 1.570 1.043
C 1.197 -3.259 -0.870
C 4.538 -1.126 -3.206
C 5.306 -2.272 -2.850
C 4.626 -3.307 -2.144
C 2.005 1.327 0.889
C -4.187 0.700 1.718
C 0.195 -0.093 -0.068
C -2.617 2.742 1.889
C 0.112 -1.042 -1.299
C 1.210 -2.040 -1.452
C 2.515 -1.955 -2.073
C 3.282 -3.111 -1.792
H 6.338 -2.375 -3.108
H 2.625 -0.092 -3.153
H -3.551 1.909 0.100
H -3.186 4.594 1.606
H 0.138 -0.641 0.872
H 5.030 -0.329 -3.751
H 0.102 -0.382 -2.142
H -6.167 -0.195 3.329
H -2.359 2.437 2.911
H -5.360 2.285 1.812
H -7.206 0.255 1.918
H -6.992 1.364 3.270
H 3.516 2.125 -0.438
H -1.752 3.186 1.489
H 3.487 2.845 1.201
H 0.344 -3.645 -0.318
H -2.005 -0.252 1.279
H 2.562 -4.905 -0.828
H 2.104 0.557 -0.926
H -0.814 -1.650 -1.243
H 4.119 1.211 0.977
H 5.123 -4.219 -1.796
*
```

Computed properties:
ΔE to the lowest compared entry with this formula, charge and spin in eV: 2.273
Kohn-Sham gap in eV: 8.8
SMILES: CNC(=O)[C@@H](CO)NC(=O)[C@@H](Cc1c[nH]c2ccccc12)NC(C)=O
E_HOMO in eV: -8.15

Charge distribution, natural (NBO) scheme, values in e: -0.749 -0.653 -0.669 -0.650 -0.609 -0.595 -0.535 -0.600 0.676 -0.231 -0.419 -0.702 -0.146 0.002 -0.240 -0.208 -0.240 0.686 0.664 -0.113 -0.067 -0.416 -0.129 -0.020 0.115 0.219 0.208 0.232 0.486 0.213 0.215 0.227 0.234 0.182 0.420 0.203 0.207 0.208 0.203 0.239 0.215 0.437 0.414 0.406 0.230 0.235 0.216

***

Here is a structure of composition C44H49N9OPS4SiSr in a non-equilibrium geometry from the OMol25 dataset. Energies are from the ωB97M-V functional and the def2-TZVPD basis.

Structure (ORCA input):
```
! RIJCOSX wB97M-V def2-TZVPD def2/J DEFGRID3
* xyz -1 1
Sr 0.130 0.259 -0.068
S 2.034 2.285 -3.035
S -0.149 -2.604 -2.130
S 6.790 5.240 -1.654
S 4.928 3.191 -2.733
P -0.763 0.566 3.451
Si -1.177 -5.125 -0.629
O -1.531 2.175 -2.095
N 2.569 0.015 0.381
N -2.606 -2.498 -3.271
N 5.319 -0.079 0.929
N 1.348 -2.865 3.538
N 0.825 -1.675 1.819
N 2.509 -2.302 3.166
N 4.052 5.243 -1.558
N -0.890 -3.868 -4.331
N 2.917 4.516 -1.869
C 2.283 7.678 0.572
C -1.999 -0.008 5.841
C 3.803 6.443 -0.838
C 0.492 2.882 2.357
C 0.613 1.747 3.160
C -0.973 -5.573 1.211
C -4.281 2.184 1.013
C -1.104 0.989 -4.168
C -2.903 -3.311 -5.515
C 1.875 1.397 3.646
C 3.072 -0.762 1.357
C -2.865 -5.634 -1.297
C 4.820 0.667 -0.060
C -0.547 4.142 -1.113
C -3.214 1.528 0.407
C -3.276 -2.474 -4.534
C -1.207 0.940 5.192
C 3.463 0.708 -0.327
C 1.615 3.631 2.024
C -1.712 -4.105 -5.360
C 2.993 2.150 3.321
C -1.738 3.555 -1.843
C 4.679 7.526 -0.821
C -2.025 1.335 7.830
C -1.077 -3.228 -0.656
C -1.269 -3.089 -3.362
C 5.245 4.700 -1.923
C 4.442 -0.788 1.616
C 3.152 3.413 -2.498
C -2.139 1.635 -3.263
C -3.195 1.974 3.132
C -2.135 1.313 2.506
C -0.813 2.079 5.887
C 2.592 6.536 -0.145
C 2.867 3.259 2.492
C 4.354 8.662 -0.094
C -4.269 2.421 2.379
C -2.094 1.070 1.114
C 3.164 8.748 0.609
C 0.355 -2.480 2.732
C -1.223 2.275 7.198
C -2.412 0.189 7.149
C 2.153 -1.583 2.117
C 0.185 -5.895 -1.671
H 5.049 9.493 -0.083
H 1.979 0.522 4.280
H -0.189 2.815 5.394
H -2.937 -5.311 -2.339
H 3.969 1.859 3.691
H -3.183 2.143 4.202
H -0.350 1.720 -4.457
H -2.600 -1.605 -2.793
H -1.374 -4.805 -6.113
H -2.069 -2.770 -0.673
H 5.601 7.483 -1.371
H -0.604 0.173 -3.640
H 1.344 7.729 1.109
H -5.091 2.943 2.855
H 3.073 1.307 -1.148
H -3.272 1.357 -0.664
H -1.069 -6.643 1.410
H -3.677 -5.158 -0.744
H -0.696 5.214 -0.971
H -2.641 3.674 -1.228
H -0.430 3.661 -0.138
H -1.890 4.089 -2.787
H -0.672 -2.784 2.841
H -2.346 1.495 8.851
H -3.035 -0.549 7.641
H 0.015 -5.257 1.555
H 3.742 3.832 2.211
H 1.177 -5.670 -1.272
H 0.360 3.988 -1.696
H -0.487 3.176 1.997
H -0.922 3.171 7.727
H 4.819 -1.422 2.410
H 1.322 -3.477 4.335
H 5.528 1.233 -0.651
H -2.300 -0.901 5.302
H 0.079 -6.980 -1.739
H 1.901 5.708 -0.190
H -1.723 -5.053 1.814
H -0.533 -2.838 0.207
H 1.516 4.505 1.392
H 2.919 9.641 1.170
H -2.677 2.421 -3.801
H -5.124 2.512 0.413
H -1.584 0.590 -5.062
H -2.875 0.883 -2.951
H -4.099 -1.775 -4.621
H 0.131 -5.480 -2.681
H -3.464 -3.342 -6.440
H -3.021 -6.715 -1.268
*
```

Computed properties:
Kohn-Sham gap in eV: 2.8
E_HOMO in eV: -1.81

Results of the natural (NBO) charge analysis, in e, for atoms 1 through 99: 1.765 -0.377 0.138 -0.228 0.346 0.809 1.640 -0.596 -0.542 -0.712 -0.350 -0.336 -0.557 -0.263 -0.253 -0.404 -0.364 -0.158 -0.202 0.146 -0.190 -0.367 -1.104 -0.250 -0.636 -0.290 -0.222 0.117 -1.114 -0.013 -0.634 -0.187 -0.087 -0.335 0.057 -0.222 -0.274 -0.219 -0.052 -0.217 -0.221 -1.042 -0.021 -0.116 0.027 -0.107 -0.054 -0.232 -0.447 -0.159 -0.249 -0.204 -0.208 -0.242 -0.538 -0.245 0.240 -0.216 -0.216 0.269 -1.128 0.209 0.216 0.212 0.268 0.218 0.205 0.225 0.353 0.166 0.241 0.248 0.213 0.202 0.201 0.237 0.180 0.229 0.228 0.206 0.169 0.184 0.168 0.238 0.209 0.210 0.216 0.225 0.228 0.251 0.233 0.209 0.214 0.424 0.226 0.211 0.226 0.243 0.219

***

Here is a structure of composition C18H12CaN5S3Sb from the OMol25 dataset. Energies are from the ωB97M-V functional and the def2-TZVPD basis.

Structure (ORCA input):
```
! RIJCOSX wB97M-V def2-TZVPD def2/J DEFGRID3
* xyz -1 2
Sb 1.100 1.621 -3.298
Ca 1.080 -0.912 -1.283
S 0.617 -0.627 -3.917
S 2.657 1.330 -1.549
S -0.960 1.948 -1.766
N 0.596 -3.013 -0.239
N 1.011 2.677 1.537
N -0.368 1.890 -0.146
N -1.286 -2.590 1.172
N -0.678 -0.453 0.222
C -1.340 0.886 1.973
C -0.580 -3.385 0.348
C 0.508 4.169 -0.266
C 0.903 -5.242 -1.111
C 1.306 5.134 0.306
C -2.228 -0.776 3.526
C -0.333 -5.622 -0.553
C 0.395 2.933 0.388
C 1.293 -3.942 -0.923
C -1.058 -4.712 0.161
C 1.771 3.627 2.071
C -2.288 1.594 4.041
C 1.964 4.872 1.503
C -0.745 0.814 0.669
C -1.681 1.923 2.848
C -1.173 -1.270 1.205
C -1.623 -0.451 2.315
C -2.558 0.253 4.385
H 1.417 6.094 -0.184
H -3.031 0.034 5.334
H -2.006 -4.962 0.616
H 2.233 -3.603 -1.357
H 2.255 3.367 3.007
H -0.707 -6.630 -0.690
H 2.606 5.603 1.975
H -0.011 4.338 -1.196
H -2.434 -1.810 3.770
H -2.561 2.381 4.734
H -1.468 2.955 2.603
H 1.515 -5.926 -1.680
*
```

Computed properties:
Kohn-Sham gap (alpha / beta) in eV: 6.0 / 6.7
E_HOMO (alpha / beta) in eV: -3.29 / -4.65

Charge distribution, natural (NBO) scheme, values in e: 0.796 1.718 -1.069 -1.043 -0.083 -0.652 -0.466 -0.575 -0.558 -0.671 -0.133 0.385 -0.290 -0.329 -0.156 -0.199 -0.167 0.398 0.035 -0.253 0.057 -0.234 -0.314 0.401 -0.169 0.368 -0.036 -0.241 0.205 0.199 0.221 0.175 0.183 0.205 0.207 0.238 0.218 0.200 0.215 0.213

***

Here is a cluster of 6 separate species, C27H61Cl2N4O11 in total in a non-equilibrium geometry from the OMol25 dataset. Energies are from the ωB97M-V functional and the def2-TZVPD basis.

Structure (ORCA input):
```
! RIJCOSX wB97M-V def2-TZVPD def2/J DEFGRID3
* xyz -1 1
Cl 0.452 -2.703 3.566
Cl 3.892 -2.998 0.377
O 0.657 1.357 1.819
O 1.835 -2.395 3.948
O 4.812 -3.474 -0.621
O 2.832 -3.951 0.526
O -0.313 -3.117 4.697
O 3.304 -1.685 0.034
O 4.592 -2.809 1.604
O 0.507 -3.776 2.625
O -2.276 -2.338 -2.268
O -0.159 -1.526 2.956
O -0.458 1.384 -1.125
N -1.494 -3.333 -1.597
N 0.037 -1.201 -0.262
N -0.712 2.206 -2.233
N 1.137 2.368 2.676
C -1.327 4.091 -4.259
C 0.181 1.311 4.777
C -2.281 2.974 -3.869
C -1.089 2.957 3.412
C -2.124 2.520 -2.416
C 2.587 2.370 2.777
C -3.476 -4.911 -1.081
C 1.679 2.256 -2.751
C -2.715 -3.089 0.489
C -0.469 -6.001 -0.786
C 0.333 2.547 3.888
C 0.169 3.769 -3.961
C -1.312 -5.107 0.106
C 0.638 4.199 -1.506
C 0.833 3.734 4.727
C -2.710 3.503 -1.424
C 3.099 3.482 3.711
C -3.003 1.235 -2.335
C -2.243 -4.106 -0.608
C -0.527 -3.995 -2.514
C 2.312 3.641 5.032
C 0.406 3.104 -2.566
C 3.130 2.757 1.385
C 0.277 -5.093 -1.756
C 3.218 1.008 3.256
C 0.579 -3.048 -3.019
C -1.250 -4.600 -3.719
H 2.624 2.810 5.669
H 1.028 0.576 2.277
H 1.005 -1.526 -0.339
H 2.718 4.562 5.458
H 4.288 0.965 3.075
H 1.494 1.370 -3.352
H 0.657 -5.705 -2.580
H -0.440 2.031 -0.392
H -1.623 2.142 2.923
H -3.743 3.761 -1.646
H 0.367 4.032 -0.456
H -3.335 -3.718 1.125
H -0.379 1.505 5.697
H -2.128 2.191 -4.621
H 0.872 -2.379 -2.217
H -3.093 -2.116 0.185
H -1.513 4.254 -5.323
H 0.197 -6.688 -0.267
H 0.573 4.781 -3.956
H -3.347 3.169 -4.035
H -2.805 -2.900 -2.857
H -2.880 0.622 -3.230
H 4.155 3.272 3.894
H 0.612 3.155 -4.740
H 1.178 -4.697 -1.283
H -3.151 -5.776 -1.669
H 2.724 0.232 2.670
H -1.180 -6.681 -1.273
H -2.184 4.469 -1.387
H 3.122 4.483 3.267
H 2.908 1.912 0.722
H -2.166 -5.137 -3.471
H -4.064 1.485 -2.332
H -0.447 -1.227 0.641
H -0.743 -4.630 0.909
H -4.129 -5.302 -0.299
H -0.481 0.630 4.240
H -1.791 3.464 4.081
H 0.098 5.130 -1.691
H 1.720 4.340 -1.456
H -0.958 3.779 2.696
H 2.962 0.879 4.303
H -1.951 -5.788 0.681
H -2.743 0.625 -1.473
H -4.230 -4.472 -1.749
H 1.500 -3.593 -3.207
H -0.649 -5.356 -4.232
H 4.201 2.946 1.314
H -0.552 -1.837 -0.837
H -1.672 4.971 -3.710
H 2.604 3.590 0.915
H 0.165 -2.517 -3.876
H -2.493 3.189 -0.397
H 2.465 2.854 -3.229
H 1.097 0.840 5.122
H 0.353 3.698 5.707
H -0.092 -0.275 -0.703
H -1.811 -2.853 1.058
H -1.374 -3.831 -4.486
H 0.666 4.705 4.255
H 2.233 2.075 -1.825
*
```

Computed properties:
ΔE to the lowest compared entry with this formula, charge and spin in eV: 1.572
Kohn-Sham gap in eV: 8.1
E_HOMO in eV: -6.06

Results of the Mulliken charge analysis, in e, for atoms 1 through 99: 1.725 1.766 1.066 -0.701 -0.717 -0.644 -0.741 -0.748 -0.695 -0.679 -0.340 -0.659 -0.377 0.938 1.220 0.051 -0.158 -0.732 -1.516 -1.361 -1.934 1.681 1.518 -1.712 -1.862 -1.424 -0.925 1.590 -1.173 -0.973 -1.672 -1.139 -1.730 -1.523 -2.114 1.293 1.616 -0.743 1.674 -2.089 -1.524 -1.451 -1.502 -1.779 0.347 -0.179 0.140 0.421 0.466 0.420 0.492 0.037 0.258 0.455 0.039 0.491 0.445 0.390 0.241 0.179 0.462 0.439 0.360 0.478 0.275 0.424 0.408 0.456 0.456 0.412 0.322 0.400 0.338 0.428 0.245 0.331 0.415 0.096 0.074 0.406 0.234 0.344 0.349 0.607 0.418 0.291 0.427 0.370 0.313 0.389 0.415 0.437 -0.254 0.275 0.411 0.323 0.370 0.532 0.234

***

Here is a cluster of 3 separate species, C3H5NO2 in total in a non-equilibrium geometry from the OMol25 dataset. Energies are from the ωB97M-V functional and the def2-TZVPD basis.

Structure (ORCA input):
```
! RIJCOSX wB97M-V def2-TZVPD def2/J DEFGRID3
* xyz 0 1
O 0.156 1.192 -1.288
O -0.278 0.493 1.704
N 0.046 -2.857 -0.850
C 0.087 -1.787 -1.283
C -0.796 1.491 -0.597
C 0.734 -0.148 1.550
H 0.134 -0.761 -1.630
H -1.650 0.808 -0.446
H 1.076 -0.879 2.303
H -0.871 2.477 -0.111
H 1.363 -0.030 0.648
*
```

Computed properties:
ΔE to the lowest compared entry with this formula, charge and spin in eV: 2.950
Kohn-Sham gap in eV: 11.2
SMILES: C#N.C=O.C=O
E_HOMO in eV: -10.75

Charge distribution, natural (NBO) scheme, values in e: -0.569 -0.517 -0.333 0.049 0.308 0.293 0.259 0.126 0.128 0.132 0.125